This record from the OMol25 dataset describes an isolated ion of composition C2H6N2OPS and charge +1 at a distorted geometry. The level of theory is wB97M-V/def2-TZVPD.

Last column: Löwdin charge in e.
CARTESIAN COORDINATES (ANGSTROEM)
C -0.2202 0.4780 -1.0199  -0.7813
C 0.4117 0.3171 1.9609  -0.5222
N -0.1873 -0.8420 -0.9544  0.1708
N -0.6820 1.1428 -2.0146  0.1613
O 1.3262 -2.1157 1.2814  -0.4680
P 1.6745 -1.1378 2.2753  0.9297
S 0.3034 1.3709 0.3090  1.0051
H 0.3711 1.1588 2.5983  -0.0004
H -0.4659 -0.2983 2.0358  0.0184
H -0.6238 -1.4973 -1.6029  0.1544
H 0.0671 -1.2437 -0.0640  0.0499
H -1.1155 0.5400 -2.6876  0.1394
H -0.8592 2.1272 -2.1174  0.1429

Cartesian forces, eV/Å:
C 0.30 -1.54 2.27
C 0.65 -0.71 -2.59
N -0.51 -0.48 -0.27
N -1.05 -0.26 -2.45
O -0.83 -1.53 -1.94
P 0.68 2.54 1.75
S 0.98 0.60 2.45
H 0.12 0.62 1.10
H -1.03 0.13 0.06
H 0.17 0.59 -0.01
H 0.41 -0.37 -0.02
H -0.16 0.28 -0.84
H 0.26 0.14 0.50

Summary:
**Relative energy (zero: lowest compared OMol25 entry of this formula, charge and spin)**: 0.0 kJ/mol
**HOMO energy**: -13.5 eV
**Molar mass**: 137.12 g/mol
**Net charge**: +1
**LUMO energy**: -4.96 eV

This record from the OMol25 dataset describes C25H42CeCl2O2P2 as an isolated structure at a distorted geometry. The level of theory is wB97M-V/def2-TZVPD.

Last column: Löwdin charge in e.
CARTESIAN COORDINATES (ANGSTROEM)
Ce -0.1045 0.1440 2.4250  1.1044
C -0.8265 -2.3321 3.0545  -0.2968
C 0.4836 -2.5959 2.5598  -0.2636
C 0.7094 -1.1443 4.3455  -0.3307
C -0.6950 -1.4561 4.1873  -0.3293
C 1.4295 -1.8410 3.3129  -0.2941
C -2.1088 -2.8325 2.4935  -0.0251
H -1.9760 -3.1603 1.4614  0.0710
H -2.8691 -2.0456 2.4847  0.0785
H -2.5292 -3.6714 3.0562  0.1038
C -1.8519 -0.7808 4.8289  -0.0311
H -2.8019 -1.1293 4.4061  0.0913
H -1.8404 0.3125 4.6827  0.0399
H -1.8691 -0.9386 5.9113  0.1073
C 1.3210 -0.1080 5.2193  -0.0197
H 1.4230 -0.4591 6.2547  0.1121
H 0.7329 0.8198 5.2569  0.0445
H 2.3199 0.1749 4.8657  0.0908
C 2.8923 -1.7598 3.0700  -0.0230
H 3.4736 -2.3747 3.7630  0.1038
H 3.2596 -0.7354 3.1737  0.0775
H 3.1374 -2.0832 2.0574  0.0725
C 0.8147 -3.5098 1.4312  -0.0214
H 1.0794 -4.5257 1.7753  0.1044
H 1.6719 -3.1481 0.8422  0.0688
H -0.0287 -3.6279 0.7324  0.0724
C -1.7078 1.1687 -4.7913  -0.1004
C -1.7752 -0.1720 -4.8102  -0.1412
C -0.9763 -1.1206 -5.6553  -0.1789
C 0.3994 -0.6078 -6.1419  -0.1955
C 1.3190 -0.1371 -5.0504  -0.0966
C 1.3771 1.0843 -4.4972  -0.1399
C 0.5906 2.3006 -4.8916  -0.1840
C -0.7702 2.0398 -5.5781  -0.1950
H -1.5591 -1.4132 -6.5490  0.1256
H 0.2452 0.1511 -6.9178  0.0992
H -0.8305 -2.0528 -5.0834  0.1106
H -0.5975 1.6578 -6.5929  0.1001
H -2.4578 1.7237 -4.2202  0.1003
H -2.5871 -0.6555 -4.2571  0.0956
H -1.2601 3.0203 -5.7070  0.1169
H 0.4244 2.9097 -3.9883  0.1054
H 2.1712 1.2914 -3.7713  0.0856
H 1.1841 2.9375 -5.5727  0.1246
H 0.8910 -1.4555 -6.6473  0.1159
H 2.0659 -0.8832 -4.7543  0.1040
P -1.2543 -0.0263 -0.2920  0.7648
C -2.8050 0.9430 -0.3846  -0.2390
C -1.4849 -1.3327 -1.5155  -0.2473
P 1.6047 0.5664 0.0546  0.7598
C 0.1374 0.9730 -1.0193  -0.4681
C 2.5881 -0.4899 -1.0335  -0.2486
C 2.6380 2.0638 0.2548  -0.2437
H -2.7894 1.7319 0.3802  0.0492
H -3.6428 0.2762 -0.1438  0.0568
H -2.9591 1.3939 -1.3745  0.0528
H -1.5843 -0.9298 -2.5338  0.0144
H -2.3798 -1.9137 -1.2567  0.0604
H -0.6313 -2.0237 -1.4831  0.0479
H 2.8580 2.5484 -0.7070  0.0596
H 3.5756 1.7736 0.7479  0.0566
H 2.1285 2.7748 0.9194  0.0502
H -0.0911 2.0390 -0.9485  0.0707
H 0.3284 0.6964 -2.0619  0.0361
H 3.5652 -0.6713 -0.5660  0.0578
H 2.7187 -0.0347 -2.0298  0.0397
H 2.0927 -1.4650 -1.1402  0.0444
Cl -1.2665 2.2473 6.5204  0.6406
C -0.9323 3.6230 5.4292  -0.9947
Cl 0.4177 4.6563 5.8893  0.6375
C -0.8265 3.2137 3.9255  -0.6536
O -1.0395 4.1337 3.1468  0.0633
O -0.5534 1.9801 3.5711  -0.2928
H -1.8060 4.2732 5.4770  0.0652

Cartesian forces, eV/Å:
Ce -0.26 0.74 -0.31
C 1.14 0.30 0.75
C -0.14 0.49 0.16
C -0.44 -1.28 -0.44
C 1.12 -0.87 -0.32
C -1.35 -0.12 0.53
C -0.33 -0.11 -0.25
H -0.05 -0.05 0.04
H -0.06 -0.08 -0.02
H 0.09 0.07 0.01
C -0.49 0.32 0.24
H 0.22 -0.10 0.25
H 0.05 -0.19 0.15
H -0.06 0.06 -0.12
C 0.13 0.46 0.59
H 0.03 0.11 -0.18
H 0.04 -0.29 0.11
H -0.11 -0.16 0.14
C 0.42 0.02 -0.16
H -0.08 0.03 -0.02
H 0.07 -0.01 0.04
H 0.03 -0.05 0.03
C 0.14 -0.44 -0.63
H -0.11 0.39 -0.03
H -0.22 -0.09 0.19
H 0.25 0.04 0.24
C -0.27 -0.59 -0.05
C -0.48 0.64 -0.33
C 0.37 -0.21 -0.02
C -0.14 -0.45 -0.48
C 0.36 0.39 0.28
C 0.40 -0.41 -0.56
C -0.42 0.22 0.03
C 0.11 0.58 -0.24
H 0.09 0.12 0.38
H 0.24 -0.35 0.28
H 0.00 0.21 -0.15
H -0.24 0.24 0.45
H 0.20 -0.28 0.09
H 0.16 0.25 -0.10
H 0.20 -0.33 0.00
H 0.00 -0.08 -0.19
H -0.18 -0.19 -0.14
H -0.04 -0.25 0.30
H -0.16 0.30 0.12
H -0.28 0.27 0.21
P -0.38 -0.03 -0.42
C 0.09 0.29 -0.13
C -0.01 -0.57 -0.22
P 0.40 0.20 -0.32
C -0.01 0.03 0.43
C 0.27 -0.42 -0.20
C -0.13 0.21 -0.18
H -0.01 -0.07 -0.25
H 0.20 0.09 -0.12
H -0.02 -0.13 0.26
H 0.06 -0.07 0.42
H 0.16 0.13 -0.08
H -0.15 0.17 -0.04
H -0.01 -0.09 0.29
H -0.20 0.01 -0.18
H 0.10 -0.06 -0.23
H -0.01 0.02 -0.07
H -0.10 0.17 0.02
H -0.19 0.06 -0.18
H -0.01 -0.18 0.42
H 0.11 0.24 -0.07
Cl 0.36 0.41 -0.07
C -0.74 -0.23 -0.57
Cl 0.23 -0.40 0.12
C -0.17 1.15 -0.74
O 0.27 -1.16 0.55
O -0.16 1.19 0.58
H 0.09 -0.23 0.05

Summary:
**Relative energy (zero: lowest compared OMol25 entry of this formula, charge and spin)**: 0.0 kJ/mol
**HOMO energy (spin up / spin down)**: -11.1 / -11.1 eV
**2S+1**: 2
**Molar mass**: 647.58 g/mol
**Net charge**: +1
**<S²>**: 0.751
**LUMO energy (spin up / spin down)**: -3.04 / -2.99 eV

This record from the OMol25 dataset describes a 11-piece molecular cluster, C21H64O11 overall at a distorted geometry. The level of theory is wB97M-V/def2-TZVPD.

Last column: Löwdin charge in e.
CARTESIAN COORDINATES (ANGSTROEM)
C 6.4192 -0.3409 -11.2609  -0.0779
C 5.8122 -0.9130 -12.5359  -0.2982
O 6.6559 -0.7705 -13.7079  -0.0961
H 7.4044 -0.7988 -11.1732  0.0691
H 5.9070 -0.5722 -10.3270  0.0773
H 6.5566 0.7383 -11.3294  0.0768
H 4.8315 -0.4744 -12.7206  0.1125
H 5.5470 -1.9654 -12.4349  0.0954
H 7.4005 -1.3502 -13.5315  0.0682
C 2.2435 -3.8966 -13.0894  -0.0574
C 0.9358 -3.8201 -13.9855  -0.3062
O 1.2152 -3.1819 -15.1394  -0.0970
H 2.1170 -4.4902 -12.1840  0.0647
H 2.4135 -2.8828 -12.7269  0.0622
H 3.1875 -4.1975 -13.5438  0.0376
H 0.1534 -3.2665 -13.4663  0.1152
H 0.6325 -4.8232 -14.2856  0.1095
H 0.4281 -2.6959 -15.3962  0.0275
C 4.8010 2.1708 -19.2234  -0.0503
C 4.8426 0.9690 -18.2320  -0.3015
O 3.5860 0.4549 -17.9395  -0.0793
H 5.7715 2.3545 -19.6843  0.0658
H 4.4638 3.0835 -18.7322  0.0676
H 4.1365 2.0217 -20.0744  0.0688
H 5.4200 1.2027 -17.3375  0.1041
H 5.4820 0.1691 -18.6054  0.0893
H 3.6595 -0.2359 -17.2770  0.0577
C 8.9383 0.9027 -17.0376  -0.0688
C 8.8333 -0.5735 -16.8661  -0.3366
O 7.5012 -0.8999 -16.7267  -0.0962
H 9.9679 1.2531 -17.1100  0.0774
H 8.5306 1.3635 -16.1380  0.0819
H 8.4480 1.2232 -17.9569  0.0790
H 9.4000 -0.9743 -16.0257  0.1177
H 9.1597 -1.1090 -17.7576  0.1014
H 7.1959 -0.6373 -15.8552  0.0630
C 4.0384 -6.6135 -19.2828  -0.0791
C 4.4682 -5.2014 -18.8751  -0.3161
O 5.1057 -4.5666 -19.9857  -0.0846
H 3.3642 -6.5769 -20.1385  0.0691
H 3.5823 -7.2044 -18.4886  0.0604
H 4.9569 -7.0989 -19.6128  0.0741
H 5.1085 -5.2982 -17.9983  0.0911
H 3.5577 -4.6614 -18.6153  0.0984
H 5.7119 -3.9133 -19.6287  0.0213
C 7.3467 -2.3477 -21.3680  -0.0653
C 7.5206 -1.7489 -19.9729  -0.3086
O 6.6527 -2.3642 -19.0542  -0.0959
H 7.7090 -1.6863 -22.1550  0.0736
H 6.2909 -2.5331 -21.5655  0.0674
H 7.9138 -3.2661 -21.5201  0.0778
H 7.3165 -0.6784 -19.9497  0.1062
H 8.5617 -1.9213 -19.7000  0.0999
H 6.8358 -2.0138 -18.1794  0.0357
C 1.9943 -2.4942 -21.0899  -0.0892
C 3.0265 -1.7406 -20.2693  -0.3378
O 2.5680 -0.4221 -20.1906  -0.0732
H 0.9705 -2.4309 -20.7215  0.0694
H 2.2984 -3.5206 -21.2956  0.0662
H 1.9236 -2.0289 -22.0731  0.0670
H 4.0117 -2.0043 -20.6539  0.0933
H 3.0300 -2.1900 -19.2763  0.0955
H 2.9772 -0.0320 -19.4148  0.0040
C 3.6886 -7.2708 -13.7464  -0.0876
C 3.6450 -6.8905 -15.2029  -0.2978
O 4.6867 -7.5640 -15.9383  -0.0899
H 4.6046 -6.9677 -13.2392  0.0613
H 3.5759 -8.3469 -13.6141  0.0805
H 2.9350 -6.7148 -13.1887  0.0560
H 3.8694 -5.8244 -15.2384  0.0728
H 2.6734 -6.9467 -15.6939  0.1169
H 5.5301 -7.3257 -15.5464  0.0123
C 0.2837 0.0778 -16.5764  -0.0683
C -1.1023 -0.5536 -16.2419  -0.2453
O -0.9443 -1.8381 -15.6044  -0.0864
H 0.8343 0.3928 -15.6900  0.0751
H 0.1380 1.0294 -17.0876  0.0807
H 0.9576 -0.5785 -17.1271  0.0649
H -1.5764 -0.6893 -17.2140  0.1127
H -1.5967 0.2081 -15.6390  0.1107
H -1.8485 -2.1221 -15.4513  0.1042
C 6.7821 -4.7409 -13.8174  -0.0677
C 7.2331 -5.4926 -15.0531  -0.2921
O 7.0414 -6.8530 -14.8286  -0.0860
H 7.0333 -3.6915 -13.9716  0.0563
H 7.2693 -5.0776 -12.9024  0.0841
H 5.6959 -4.7483 -13.7260  0.0600
H 8.3008 -5.3869 -15.2452  0.1187
H 6.6340 -5.1926 -15.9128  0.1126
H 7.5819 -7.1025 -14.0755  0.1078
C 4.3825 -2.7369 -16.0590  -0.1261
O 3.3032 -1.9187 -16.4483  -0.1219
H 4.7207 -2.5932 -15.0328  0.0650
H 4.1475 -3.7652 -16.3337  0.0669
H 5.3138 -2.4705 -16.5588  0.0675
H 2.5019 -2.2322 -16.0225  0.0376

Cartesian forces, eV/Å:
C 0.76 -0.22 -0.48
C -0.85 -0.17 0.01
O -0.49 0.19 0.76
H 0.26 0.13 0.22
H -0.39 -0.10 -0.29
H -0.05 -0.03 -0.05
H 0.25 0.48 -0.48
H 0.34 -0.29 0.25
H 0.25 -0.04 -0.09
C -1.11 0.82 0.24
C 1.62 -1.70 1.92
O 1.37 1.40 -2.18
H -0.26 -0.23 -0.10
H 0.10 0.20 0.00
H -0.40 -0.24 -0.61
H -0.12 -0.38 0.47
H -0.43 -0.39 0.71
H -0.40 0.33 -0.42
C -0.26 -0.51 0.45
C 1.70 0.41 -0.80
O -0.76 0.86 0.18
H 0.21 -0.05 0.35
H 0.07 -0.01 0.12
H -0.21 -0.42 0.16
H -0.32 0.70 0.43
H -0.04 -0.22 -0.79
H -0.16 -0.64 0.32
C 0.94 0.66 0.14
C 0.96 -0.31 -0.60
O -1.80 -0.95 0.15
H 0.18 -0.12 0.01
H -0.29 0.33 -0.21
H -0.32 0.05 0.24
H 0.32 0.19 0.15
H 0.27 0.06 0.00
H -0.36 0.07 0.27
C 0.65 0.31 -0.44
C -0.85 -0.68 -0.52
O -0.24 -0.69 0.42
H -0.06 0.07 0.00
H 0.11 0.24 0.13
H -0.09 -0.38 -0.02
H 0.23 0.26 0.05
H 0.01 0.41 0.29
H 0.17 0.45 0.09
C -0.24 0.18 -0.10
C 0.41 -0.05 -0.70
O -0.28 -0.74 -0.08
H -0.01 0.32 0.17
H 0.00 -0.09 -0.02
H -0.20 -0.18 0.36
H 0.11 0.22 -0.29
H 0.20 0.17 0.27
H 0.03 0.23 0.40
C 0.14 0.02 -0.99
C -1.53 -1.60 0.44
O 0.44 0.25 -0.95
H 0.17 -0.17 0.51
H -0.10 -0.15 0.32
H 0.16 0.17 -0.20
H 0.37 0.92 -0.40
H 0.06 -0.01 0.42
H 0.00 0.30 0.50
C -0.52 -0.13 0.52
C 1.79 0.74 -0.08
O -1.67 -0.11 -0.39
H 0.38 -0.09 -0.42
H -0.17 0.03 0.10
H -0.43 -0.28 -0.02
H -0.04 0.46 -0.10
H 0.12 -0.77 -0.01
H 0.24 -0.07 0.31
C -0.25 -0.20 0.80
C 2.23 0.81 -1.07
O -0.90 1.20 -0.09
H -0.11 -0.31 0.38
H -0.14 -0.26 -0.47
H -0.28 0.05 -0.31
H -0.48 -0.05 0.19
H -0.51 -0.50 0.25
H 0.03 -0.48 0.18
C 0.06 1.12 -0.54
C 0.26 0.41 0.74
O -0.24 -1.43 -0.16
H 0.12 0.25 0.18
H -0.06 -0.13 -0.02
H 0.00 -0.35 0.17
H 0.03 0.73 -0.26
H 0.17 -0.10 -0.12
H -0.07 -0.24 0.03
C 0.43 -0.16 -0.22
O 0.89 0.88 -0.32
H -0.69 -0.29 0.57
H 0.22 -0.21 0.44
H -0.32 0.26 -0.78
H -0.30 -0.41 0.44

Summary:
**Relative energy (zero: lowest compared OMol25 entry of this formula, charge and spin)**: 295.3 kJ/mol
**HOMO energy**: -8.8 eV
**SMILES**: CCO.CCO.CCO.CCO.CCO.CCO.CCO.CCO.CCO.CCO.CO
**Molar mass**: 492.73 g/mol
**LUMO energy**: 0.23 eV

This record from the OMol25 dataset describes an isolated molecule of C16H21NO4. The level of theory is wB97M-V/def2-TZVPD.

Last column: Löwdin charge in e.
CARTESIAN COORDINATES (ANGSTROEM)
C -5.4394 -0.8626 -0.1204  -0.0485
C -4.1133 -0.1726 -0.2053  -0.2680
C -3.7631 0.5363 -1.3495  -0.0373
C -2.5453 1.1773 -1.4193  -0.0039
C -1.6543 1.1468 -0.3465  -0.0842
C -0.3903 1.8932 -0.5514  -0.4341
O 0.1955 1.9472 -1.6036  0.1371
O 0.0249 2.5679 0.5430  -0.0131
C 1.1882 3.3653 0.3675  -0.0569
C 2.4499 2.5343 0.1004  -0.4820
O 3.3929 2.9763 -0.5141  0.0785
N 2.4161 1.3150 0.6746  0.0897
C 3.3008 0.2485 0.2769  -0.1080
C 2.5123 -0.7869 -0.5370  -0.3030
C 3.3750 -1.9604 -1.0211  -0.1239
C 2.4679 -3.1684 -0.7932  -0.1510
C 1.6916 -2.7257 0.4435  -0.1972
O 1.4741 -1.3381 0.2773  -0.1282
C -1.9789 0.4211 0.8044  -0.1881
C -1.0266 0.2608 1.9489  -0.0240
C -3.2079 -0.2248 0.8444  -0.0012
H -6.2423 -0.1262 -0.0907  0.0849
H -5.5986 -1.4905 -0.9955  0.0819
H -5.5045 -1.4799 0.7718  0.0740
H -4.4463 0.5795 -2.1848  0.1138
H -2.2616 1.7226 -2.3069  0.1208
H 1.0595 4.0513 -0.4754  0.1407
H 1.3036 3.9338 1.2927  0.1414
H 1.5521 1.0077 1.0999  0.1159
H 3.7233 -0.2243 1.1695  0.1332
H 4.0991 0.6850 -0.3260  0.1328
H 2.0223 -0.2708 -1.3732  0.1540
H 3.6725 -1.8419 -2.0594  0.1182
H 4.2723 -2.0385 -0.4049  0.1163
H 3.0168 -4.0932 -0.6337  0.1116
H 1.7855 -3.2944 -1.6340  0.1160
H 0.7163 -3.2047 0.5469  0.1232
H 2.2793 -2.9088 1.3556  0.1239
H -1.4966 -0.2931 2.7582  0.0813
H -0.7055 1.2275 2.3285  0.0824
H -0.1519 -0.2986 1.6144  0.0667
H -3.4656 -0.7928 1.7278  0.1143

Cartesian forces, eV/Å:
C -0.02 0.03 0.00
C 0.09 0.03 -0.05
C 0.02 -0.03 0.08
C 0.13 0.04 0.06
C -0.32 -0.16 -0.03
C 0.12 0.04 -0.28
O 0.00 0.09 0.12
O -0.25 -0.09 0.24
C 0.39 0.31 -0.42
C -0.42 0.17 0.33
O 0.17 0.23 -0.23
N -0.21 -0.38 0.27
C -0.15 -0.27 -0.26
C 0.49 0.37 -0.17
C -0.21 0.05 0.12
C -0.10 0.16 0.15
C 0.06 -0.41 0.08
O -0.08 0.22 -0.01
C 0.06 0.15 -0.10
C 0.01 0.04 0.11
C -0.05 0.02 -0.09
H -0.09 -0.01 0.02
H -0.06 -0.06 -0.02
H -0.05 -0.05 0.04
H -0.07 0.02 -0.10
H 0.03 0.03 -0.08
H 0.08 -0.13 0.15
H -0.01 -0.09 -0.10
H 0.06 0.16 -0.05
H 0.08 -0.05 -0.13
H -0.01 -0.07 0.08
H 0.09 -0.04 0.10
H 0.07 0.03 -0.02
H 0.07 -0.01 -0.01
H 0.00 -0.07 -0.03
H -0.01 -0.05 -0.01
H 0.08 -0.02 0.04
H -0.07 -0.03 -0.07
H 0.00 -0.04 0.04
H 0.03 -0.02 0.09
H 0.08 -0.01 0.07
H -0.01 -0.06 0.09

Summary:
**Relative energy (zero: lowest compared OMol25 entry of this formula, charge and spin)**: 78.1 kJ/mol
**HOMO energy**: -9.1 eV
**SMILES**: Cc1ccc(C(=O)OCC(=O)NC[C@H]2CCCO2)c(C)c1
**Molar mass**: 291.35 g/mol
**LUMO energy**: 0.75 eV

Question: The lowest molar mass belongs to which entry?
Answer: C2H6N2OPS

Question: What is the formula in the second record?
Answer: C25H42CeCl2O2P2

Question: The lowest molar mass belongs to which entry?
Answer: C2H6N2OPS

Question: molar mass of number 3 (C21H64O11)?
Answer: 492.73 g/mol